Record 1
24
Properties=species:S:1:pos:R:3 method="wB97M-V/def2-TZVPD" energy_ev=-27397.439 relative_energy_kcal_mol=73.2 multiplicity=3 charge=0 e_lumo_ev="0.542 / -2.941" e_homo_ev="-5.638 / -9.145"
S 1.8364 2.2394 2.0446
O 0.9327 2.3100 3.1730
O 2.5741 0.0903 2.3414
N 1.2657 2.0176 0.6200
N 2.2222 -0.5028 1.3672
C 0.2470 -2.5316 -0.3318
C 0.0456 1.6032 0.2134
C -2.4763 0.6193 -0.8073
C -2.1734 0.5697 0.4967
C 1.4677 -1.6696 -0.8277
C -1.5164 1.1453 -1.6884
C -0.9277 0.9875 1.0026
C 1.9155 -0.8990 0.3254
C -0.2963 1.6258 -1.2005
H 0.1160 -3.2994 -1.2102
H 1.4186 -0.9624 -1.6179
H 0.3119 -3.0945 0.6509
H -1.8651 0.9928 -2.6945
H -0.7848 -2.0446 -0.4210
H -2.9111 0.0612 1.0312
H -0.5887 0.8849 1.9930
H -3.3383 0.2410 -1.2471
H 0.3103 1.9047 -1.9417
H 2.2143 -2.2887 -1.2714

---

Record 2
16
Properties=species:S:1:pos:R:3 method="wB97M-V/def2-TZVPD" energy_ev=-8398.938 relative_energy_kcal_mol=152.4 charge=0 e_lumo_ev=0.936 e_homo_ev=-6.830
O -0.2337 -1.0913 -0.3430
O 0.1748 0.1690 1.9421
C -0.3402 1.5019 1.2896
C 1.2534 0.4563 0.6190
C 0.6899 -0.0697 -0.6779
C -1.0520 -1.4738 -1.4225
H -0.0338 2.2420 2.0385
H -0.4541 -1.8761 -2.2536
H -0.3323 -0.5314 1.4845
H 1.5077 -0.5045 -1.2810
H 1.9572 -0.2883 1.0370
H -1.4387 1.4418 1.3145
H 1.7805 1.3992 0.5047
H -1.7257 -2.2524 -1.0582
H -1.6434 -0.6229 -1.7896
H 0.1934 0.7313 -1.2347

---

Record 3
150
Properties=species:S:1:pos:R:3 method="wB97M-V/def2-TZVPD" energy_ev=-87133.753 charge=0 smiles="CCCCCCC[C@]1(CCCN)[C@H](CCc2ccccc2)[C@@H](Cc2ccccc2C)OS(=O)(=O)[C@H]1CCCO.c1ccccc1.c1ccccc1.c1ccccc1.c1ccccc1.c1ccccc1" e_lumo_ev=-0.090 e_homo_ev=-8.245
S 0.9840 0.9240 -1.6595
O -4.3006 1.4787 1.2940
O 1.4508 2.3976 -1.7334
O 2.2159 -0.2285 -1.9095
O -0.0728 0.6779 -2.8052
N 2.1447 -4.9726 0.6532
C 4.4316 -1.1826 -1.2066
C -8.4541 2.9834 4.6875
C 7.2938 -3.4837 2.5356
C -0.4752 -2.1843 5.5003
C 1.5316 0.8162 7.3124
C -8.7491 3.0723 -1.9265
C 2.9381 -0.0083 1.8740
C 3.5220 -9.7856 -2.9622
C -2.0946 7.3053 -3.2443
C 2.3614 -0.9479 0.6156
C -9.2803 1.8845 4.9212
C -1.8053 1.7488 1.2731
C -7.9053 3.4551 0.3048
C 2.3888 -7.9211 -1.2237
C 7.9011 -0.0075 -3.7263
C -8.7860 0.5912 4.7537
C -6.6416 1.4958 4.1064
C -2.6031 4.7889 -7.8603
C 4.9523 1.1015 -2.9690
C -1.5535 4.9532 -3.1407
C 0.0827 -0.6431 5.5173
C 5.2083 -1.4260 2.5791
C -7.4650 0.3967 4.3490
C -7.1349 2.7889 4.2775
C 0.1119 4.1500 -7.7946
C 3.0863 -0.3646 -0.7337
C -7.7145 5.1836 -1.3719
C 0.0112 -1.1739 2.0612
C -0.5265 4.3584 -9.0174
C -0.6060 4.2682 -6.6048
C -3.7602 5.7131 -2.5178
C -3.3865 7.0269 -2.7989
C 0.1201 0.0124 7.0541
C 6.9425 -0.8476 -2.6434
C 0.9763 -3.2576 -1.0139
C 0.0400 -2.0639 -0.4239
C 7.6188 -2.2272 -2.0347
C -0.6056 -2.8629 4.0142
C 0.8724 -4.6550 -0.0996
C 7.3966 1.3959 -4.4747
C 3.5167 -7.5828 -1.9707
C 4.5292 -2.2634 3.8267
C 2.3918 -10.1227 -2.2179
C -1.9635 4.5859 -6.6371
C 5.2147 -3.6684 4.4160
C 0.7315 -0.9934 0.5808
C -8.5276 2.6226 -0.6251
C 4.0866 -8.5160 -2.8363
C 5.4046 -0.3256 -2.2441
C 0.6096 -2.4009 2.9632
C 0.2445 0.5194 0.0556
C 5.9028 1.9348 -4.0424
C 6.5980 -4.3246 3.7671
C 1.8275 -9.1925 -1.3454
C -1.3908 0.6985 0.0393
C -2.8426 4.6759 -2.6864
C 6.6178 -2.0794 1.9637
C -3.2722 2.4587 0.9084
C 4.5764 0.0020 1.9797
C -7.5013 4.7374 -0.0679
C -1.1786 6.2674 -3.4182
C -1.8831 4.6798 -9.0496
C -8.3401 4.3525 -2.3007
H -8.5091 4.7019 -3.3159
H 8.0549 1.9732 -5.2608
H 1.9510 -11.1116 -2.3174
H 7.1286 -1.4658 1.0966
H 0.2390 -0.1572 2.6434
H -7.0199 5.3877 0.6574
H -3.3294 3.4717 1.5307
H 3.5599 -1.9078 4.3817
H -3.3551 2.7476 -0.2318
H -8.8409 1.6227 -0.3350
H 0.6979 -5.5615 -0.8560
H 2.4683 0.0863 7.3215
H -0.5830 0.0246 4.8244
H -3.1326 3.6526 -2.4651
H 1.5202 -2.1288 3.6455
H -8.8379 3.9907 4.8235
H 0.9503 -9.4573 -0.7616
H 8.9903 -0.3752 -4.0280
H 4.7094 -4.2358 5.3294
H -1.9961 -0.2803 0.2496
H 2.6119 1.1333 1.7483
H 8.2941 -3.9230 2.0594
H 2.5360 -4.1509 1.1634
H -2.3798 4.8447 -10.0025
H -6.4918 3.6452 4.0916
H 3.8971 1.5936 -2.7400
H -1.6782 -2.6944 3.5784
H -0.4878 -1.5451 -1.3607
H 5.1341 0.3589 1.0124
H -1.8017 8.3298 -3.4567
H -1.8216 1.1839 -0.9354
H 1.8320 -5.6286 1.4312
H -5.6144 1.3444 3.7844
H 0.0336 4.2701 -9.9447
H 4.9694 -8.2543 -3.4132
H 6.9921 -5.3316 4.2175
H 4.8428 0.8100 2.8175
H 0.8940 -3.3698 2.3735
H -1.1582 -1.3018 1.9854
H 1.1682 3.8970 -7.7694
H 8.7758 -2.2098 -2.2970
H 5.5369 2.9392 -4.5722
H -10.3102 2.0359 5.2350
H -1.5624 -2.1494 5.9896
H 3.9631 -10.5114 -3.6403
H 7.1177 -3.1952 -2.4913
H 1.5398 1.3526 8.3687
H 2.5294 -0.3407 2.9185
H -4.1025 7.8348 -2.6699
H 1.2006 -0.5525 5.1278
H -5.1637 2.0212 1.3436
H -9.4293 -0.2651 4.9381
H 7.5420 -2.3116 -0.8701
H -0.8569 -2.5851 0.1670
H 2.8155 -2.0192 0.8099
H 0.4952 -3.5718 -2.0615
H -9.2388 2.4255 -2.6492
H -0.1073 4.1117 -5.6514
H 3.4555 0.7393 -0.4682
H 1.7563 1.6489 6.5184
H -0.1733 6.4836 -3.7700
H 2.0854 -2.9780 -1.2561
H -0.7502 0.7913 7.1517
H 5.0816 -1.5502 -0.3051
H -1.0206 2.6430 1.2356
H -0.8400 4.1443 -3.2779
H -1.8274 1.2017 2.3178
H -7.0784 -0.6108 4.2220
H 1.9470 -7.1947 -0.5467
H -0.4797 -4.0412 4.1391
H -7.3935 6.1803 -1.6643
H 0.1740 -2.8730 6.2136
H 4.0745 -2.1535 -1.7829
H -3.6617 5.0327 -7.8860
H 0.6655 1.3346 0.7890
H -0.0415 -0.8565 7.8221
H -4.7661 5.4970 -2.1674
H -0.0990 -4.6170 0.5690
H -7.7349 3.1054 1.3196
H 3.9525 -6.5912 -1.8777
H -2.5233 4.6757 -5.7099

---

Record 4
23
Properties=species:S:1:pos:R:3 method="wB97M-V/def2-TZVPD" energy_ev=-8528.616 relative_energy_kcal_mol=14.2 charge=0 smiles=CCCCCC.O e_lumo_ev=0.794 e_homo_ev=-10.804
O -3.5591 -3.7505 -1.7578
C -0.3567 0.3921 -0.8757
C 1.1463 0.7194 -0.8521
C 1.2034 0.8743 1.7526
C 1.9927 -0.4203 1.9805
C -1.2939 1.4692 -0.3058
C 1.5724 1.5210 0.3979
H 1.7806 -0.1565 -0.8459
H 1.5184 1.5560 2.5441
H -3.5176 -4.5884 -2.2325
H -0.6051 0.2045 -1.9091
H 1.3485 1.3890 -1.6903
H 0.1317 0.7062 1.8738
H -0.6165 -0.4796 -0.2704
H -1.3961 2.3579 -0.9300
H 1.2493 2.5565 0.3901
H 3.0151 -0.0955 2.2334
H 2.0563 -1.0843 1.1435
H 1.7872 -0.8873 2.9426
H -0.9969 1.8578 0.6622
H -2.2777 1.0297 -0.2590
H 2.6614 1.4671 0.4372
H -2.9184 -3.1578 -2.1594